# 1
108
Properties=species:S:1:pos:R:3:forces:R:3:lowdin_charge:R:1 method="wB97M-V/def2-TZVPD" e_homo_ev=-8.223 mol_weight_g_mol=724.828 gap_ev=8.36 smiles="CCOP(=O)(CCC[C@@](COc1cc(C)ccc1C(C)C)(C[C@H](C)F)O[C@H](C)COCP(O)O)OCC.c1ccccc1.c1ccccc1"
C 5.7904 1.3582 3.2598 -0.05 0.53 -0.60 -0.0988
C 4.8592 1.0186 1.9447 0.27 -1.32 1.46 -0.3038
O 4.0698 2.2110 1.5885 0.71 -1.20 -3.49 -0.2866
P 3.8335 2.3548 -0.1316 -2.46 4.05 -0.39 0.7897
O 2.6207 3.3413 -0.4213 3.91 -3.64 1.17 -0.3773
C 3.5580 0.6568 -0.9933 0.45 -1.13 -0.88 -0.2102
C 1.9869 0.4174 -1.4838 0.31 1.63 0.10 -0.2035
C 0.9251 0.2911 -0.2440 0.05 -0.19 0.57 -0.1067
C -0.3409 -0.7154 -0.5005 -1.76 0.71 0.03 -0.3372
C -1.6547 0.0105 0.2380 2.25 0.28 1.56 -0.1425
O -2.8004 -0.8999 0.4047 -2.05 3.88 0.10 -0.1340
C -3.9336 0.0104 0.7763 -3.79 2.66 1.31 -0.0862
C -3.8440 1.0632 2.0725 -2.30 -0.54 -1.80 0.0353
C -5.0462 2.0866 2.5160 -0.22 -2.51 -2.96 -0.1958
C -4.8270 3.0395 3.8491 0.20 -0.44 -1.31 -0.1202
C -6.4269 2.1080 1.6247 2.58 -2.54 -1.19 -0.0395
C -6.6143 1.1008 0.3227 3.94 0.02 2.79 -0.0041
C -5.3712 0.0585 -0.0565 0.48 1.48 1.27 -0.0609
C -5.6221 -0.9615 -1.3308 -0.46 0.05 0.63 -0.3680
C -6.7417 -2.0757 -0.7968 0.50 0.74 0.70 -0.1157
C -6.2200 -0.2083 -2.6707 0.33 -0.70 -0.47 -0.1282
C -0.7493 -0.9457 -2.0697 -0.65 -0.55 -0.47 -0.0667
C -1.0965 0.4167 -2.9114 -0.19 -0.11 -0.64 -0.2502
C -2.6775 0.8499 -2.9180 1.10 0.88 -0.33 -0.0562
F -0.7468 0.1137 -4.3498 -0.51 0.45 2.61 -0.1396
O -0.2103 -2.0366 0.1995 2.09 1.41 -1.89 -0.1255
C 1.0288 -2.7200 -0.2010 0.72 -2.51 0.14 -0.2857
C 0.5958 -4.3054 -0.5121 -0.62 1.49 -0.98 -0.0542
C 2.1559 -2.8252 1.0260 -0.93 0.37 0.65 -0.1418
O 3.5438 -2.6769 0.5570 -0.50 -1.35 0.71 -0.3028
C 4.4804 -3.5311 1.3106 -1.03 -0.59 -0.02 -0.3465
P 6.2200 -3.5698 0.4349 0.63 -0.17 -1.80 0.9622
O 6.6428 -5.2590 0.0833 -1.99 2.23 -1.34 -0.3724
O 5.8795 -2.9136 -1.1802 -1.65 -2.37 2.27 -0.3891
O 5.2901 3.1073 -0.7900 -2.69 -0.91 0.89 -0.3154
C 5.0398 4.5300 -1.0987 0.53 1.86 0.01 -0.2866
C 6.4566 5.2774 -1.5736 -0.27 -0.13 0.18 -0.1055
H 5.9686 2.5380 3.2447 -0.12 -2.70 0.05 0.0976
H 6.8131 0.7536 3.1749 -2.26 1.45 0.33 0.0909
H 5.2321 1.0981 4.2629 1.14 0.44 -2.12 0.0821
H 4.0837 0.1905 2.2773 1.56 1.47 -0.89 0.1204
H 5.5072 0.5867 1.0551 -1.24 1.11 1.79 0.1215
H 3.9439 -0.2666 -0.3616 -0.83 1.96 -1.18 0.0810
H 4.2063 0.6874 -1.9902 -1.21 0.07 2.20 0.1144
H 1.9953 -0.4801 -2.2338 -0.06 1.66 1.60 0.1116
H 1.6979 1.4078 -2.0801 0.66 -2.29 1.15 0.1157
H 1.4756 -0.0851 0.7460 -1.18 0.77 -2.18 0.1284
H 0.4796 1.3567 0.0262 1.11 -2.14 -0.71 0.1359
H -1.2735 0.2596 1.3414 -0.63 -0.46 -2.33 0.1374
H -1.9222 1.0524 -0.2404 0.41 -2.32 0.62 0.1339
H -2.8328 0.9999 2.6849 -2.47 0.38 -1.25 0.0962
H -3.6923 3.3492 3.8551 -2.31 -0.55 0.07 0.0811
H -5.4937 4.0087 3.7142 1.38 -2.14 0.52 0.0883
H -5.0632 2.4395 4.8344 0.31 1.34 -2.04 0.0819
H -7.3077 2.8403 1.9142 2.08 -1.67 -0.64 0.0838
H -7.6062 1.0930 -0.3402 2.52 0.04 1.70 0.1034
H -4.6063 -1.5021 -1.6168 -2.14 1.15 0.89 0.1188
H -6.8213 -3.0150 -1.4961 0.12 1.92 1.35 0.0840
H -7.7861 -1.5134 -0.6872 2.23 -1.34 -0.35 0.0849
H -6.3990 -2.3778 0.2966 -0.82 0.34 -2.37 0.0895
H -5.6320 -0.6254 -3.6199 -1.26 1.03 2.01 0.0852
H -7.3439 -0.5298 -2.8309 2.21 0.90 0.41 0.0799
H -6.1003 0.9552 -2.6354 -0.29 -2.28 -0.03 0.0815
H 0.0572 -1.5629 -2.6700 -1.48 1.43 1.23 0.1213
H -1.7378 -1.6143 -2.0975 2.16 1.41 0.26 0.1424
H -0.4273 1.3380 -2.6203 -1.27 -1.93 -0.61 0.1406
H -2.8751 1.3678 -3.9750 0.32 -1.37 2.31 0.1080
H -2.7977 1.7224 -2.1224 -0.07 -2.08 -1.51 0.0947
H -3.3745 -0.0692 -2.7219 1.32 1.99 -0.38 0.0619
H 1.5126 -2.3334 -1.1938 -0.87 -0.29 2.14 0.1337
H -0.3812 -4.5012 0.1018 2.06 0.10 -1.01 0.0978
H 1.4733 -5.0512 -0.2967 -1.83 1.42 -0.47 0.0835
H 0.2858 -4.3015 -1.6648 0.69 -0.42 2.52 0.0922
H 2.0710 -3.8931 1.5114 -0.07 2.16 -0.78 0.1228
H 1.9157 -1.9868 1.8336 0.51 -1.77 -1.55 0.1367
H 4.5628 -3.1001 2.4033 0.20 -0.97 -2.05 0.1130
H 4.1294 -4.6529 1.3465 0.34 2.03 0.10 0.1041
H 6.3290 -5.4618 -0.8555 0.53 0.21 1.78 0.0586
H 5.0186 -3.3230 -1.5266 1.48 1.02 0.67 0.0850
H 4.6695 5.0496 -0.0994 0.57 -1.02 -2.35 0.1280
H 4.2646 4.6609 -1.9791 1.42 -0.44 2.11 0.1265
H 6.4426 5.4665 -2.7451 0.10 -0.43 2.58 0.0794
H 6.5394 6.3219 -1.0073 -0.19 -2.30 -1.33 0.0831
H 7.3965 4.6267 -1.2897 -1.97 1.28 -0.57 0.0805
C -8.7520 2.7618 4.9001 -0.06 -0.21 0.14 -0.0973
C -9.8871 2.9623 5.6851 0.08 -0.11 0.01 -0.0978
C -10.3188 1.9627 6.5564 0.15 -0.05 -0.10 -0.0989
C -9.6173 0.7597 6.6398 0.05 0.16 -0.13 -0.0975
C -8.4875 0.5556 5.8481 -0.09 0.15 0.01 -0.0905
C -8.0536 1.5566 4.9795 -0.12 0.04 0.10 -0.0968
H -8.4119 3.5434 4.2262 -0.05 -0.08 0.08 0.0893
H -10.4353 3.8987 5.6183 0.08 -0.14 0.02 0.0996
H -11.2015 2.1206 7.1705 0.13 -0.02 -0.09 0.0993
H -9.9519 -0.0183 7.3205 0.04 0.10 -0.10 0.0994
H -7.9441 -0.3842 5.9086 -0.08 0.15 -0.01 0.1018
H -7.1718 1.3983 4.3643 -0.16 -0.01 0.05 0.0713
C 8.1637 -1.1798 -5.7464 -0.05 -0.10 0.15 -0.0988
C 8.4809 -2.5332 -5.8584 -0.07 0.04 0.10 -0.1005
C 8.1118 -3.4226 -4.8496 -0.06 0.24 0.00 -0.0945
C 7.4287 -2.9575 -3.7257 0.12 -0.02 -0.24 -0.0992
C 7.1197 -1.6025 -3.6093 0.03 0.05 -0.12 -0.0969
C 7.4855 -0.7137 -4.6198 0.07 -0.22 -0.07 -0.0928
H 8.4455 -0.4882 -6.5357 -0.03 -0.10 0.11 0.0989
H 9.0155 -2.8953 -6.7330 -0.09 0.06 0.13 0.0989
H 8.3562 -4.4778 -4.9389 -0.02 0.15 0.01 0.0985
H 7.1388 -3.6505 -2.9408 0.13 0.21 -0.18 0.0728
H 6.5926 -1.2389 -2.7306 0.13 -0.11 -0.16 0.0800
H 7.2425 0.3417 -4.5301 0.03 -0.14 -0.01 0.0989

# 2
110
Properties=species:S:1:pos:R:3:forces:R:3:lowdin_charge:R:1 method="wB97M-V/def2-TZVPD" de_lowest_ev=5.249 e_homo_ev=-8.397 mol_weight_g_mol=868.296 gap_ev=8.20 smiles="C#Cc1cc2c(c(CC(=O)Cl)c1CC=C)Sc1cccc(P(O)O)c1N2[C@H](I)CC.CCOCC.CCOCC.CCOCC.CCOCC"
C 4.7868 -0.3445 3.1969 -0.34 0.33 -0.50 0.0908
C 4.2368 0.1732 2.2299 -0.09 1.21 -0.13 -0.1022
C 3.5285 1.0453 1.1577 -1.06 0.24 -0.45 -0.1131
C 2.0117 1.0466 1.2391 1.17 1.25 -2.15 0.0583
C 1.2026 1.8324 0.2611 3.54 -0.46 0.09 -0.1964
C 1.9635 2.6470 -0.7758 0.52 -1.63 1.46 -0.3143
C 3.4765 2.6558 -0.8709 -0.97 -1.17 1.39 -0.1116
C 4.1817 3.5159 -2.0092 -1.08 0.28 -0.61 -0.1223
C 4.7955 2.5936 -3.1602 1.34 -0.22 0.89 -0.6760
O 5.7922 1.9300 -3.0567 -1.87 1.13 -0.19 0.0127
Cl 3.9242 2.5984 -4.7864 0.29 0.16 1.20 0.5740
C 4.2967 1.8378 0.1083 -2.77 -0.46 1.02 -0.0725
C 5.8632 1.7163 0.0985 -0.08 0.48 -0.19 -0.1523
C 6.6458 3.0831 -0.0051 2.09 -0.47 -2.18 -0.1741
C 7.7791 3.0888 -0.8104 -1.39 -0.38 1.14 -0.0189
S 0.8867 3.5967 -1.9425 -0.04 -1.49 0.36 0.9353
C -0.4678 2.3675 -2.2267 -1.14 -1.70 0.87 -0.3912
C -1.0598 2.1597 -3.5801 -0.57 -1.28 2.01 -0.0718
C -2.1374 1.1310 -3.8010 1.82 0.93 3.38 -0.0496
C -2.5679 0.3322 -2.6043 1.65 1.82 -0.39 -0.0570
C -1.9620 0.5444 -1.2209 1.61 0.47 -2.39 -0.2311
P -2.6273 -0.6081 0.1210 -0.73 -0.32 1.07 0.9023
O -1.3772 -0.8291 1.2462 -0.24 -0.02 -2.58 -0.3553
O -2.8307 -2.1001 -0.7107 0.66 1.29 0.71 -0.3375
C -0.8794 1.5919 -0.9759 -2.07 -1.20 -3.97 -0.2039
N -0.2720 1.7824 0.3341 1.09 1.12 -1.49 -0.1385
C -0.7773 2.9518 1.0963 0.13 1.37 -0.70 -0.6530
I -1.4666 2.2892 3.0875 0.43 0.24 -0.37 0.8236
C -1.9267 3.8067 0.4251 -1.22 0.38 0.87 -0.2775
C -3.3990 3.1438 0.5318 0.18 0.98 0.49 -0.1634
H 5.2824 -0.7825 4.1065 -0.91 0.68 -1.72 0.0584
H 1.4851 0.4220 2.0237 0.77 0.90 -1.06 0.1074
H 4.9532 4.2405 -1.5850 -0.64 -1.45 -0.63 0.1233
H 3.4281 4.1862 -2.5451 0.79 -1.07 0.92 0.0702
H 6.2804 1.1685 1.0062 -1.09 0.69 -0.94 0.1154
H 6.1354 1.0599 -0.7935 -0.20 1.03 1.05 0.1110
H 6.3512 4.0563 0.4761 0.02 -1.42 -0.17 0.1092
H 8.0607 2.1330 -1.3574 -0.32 1.43 0.73 0.0740
H 8.4662 3.9716 -0.9214 -0.94 -0.97 0.17 0.0615
H -0.6480 2.7935 -4.4219 -0.62 -0.95 1.09 0.1016
H -2.5263 0.9951 -4.8461 0.29 -0.04 1.44 0.0996
H -3.3581 -0.4621 -2.7898 1.21 1.04 0.59 0.0995
H -0.5399 -0.8509 0.7318 -0.27 -0.02 0.69 0.0448
H -3.4599 -2.6662 -0.2163 0.45 0.72 -0.27 0.0514
H 0.1053 3.6472 1.2744 -1.19 -0.98 0.12 0.0996
H -2.0111 4.7628 1.0487 0.42 -1.26 -0.80 0.1100
H -1.7006 4.1691 -0.6263 0.04 -0.87 1.25 0.0903
H -3.8981 3.5842 1.4606 0.63 -0.72 -1.21 0.0587
H -3.3696 2.0291 0.6913 -0.17 1.21 -0.53 0.0051
H -4.0450 3.4742 -0.3385 0.83 -0.75 0.88 0.0822
C 7.2482 -3.7913 -1.6374 -0.04 0.09 0.12 -0.0823
C 6.4735 -4.0789 -2.9127 0.04 0.06 0.06 -0.2827
O 5.1930 -3.4682 -2.9495 -0.18 -0.14 0.01 -0.1607
C 5.1690 -2.0501 -2.8650 0.09 0.06 -0.09 -0.2750
C 5.9240 -1.3604 -3.9884 0.06 -0.02 -0.08 -0.0708
H 6.6785 -4.1181 -0.7625 0.06 -0.02 -0.09 0.0820
H 8.2074 -4.3144 -1.6484 -0.07 0.00 -0.01 0.0761
H 7.4506 -2.7260 -1.5147 0.08 -0.02 -0.05 0.0624
H 6.3053 -5.1556 -2.9870 -0.19 0.10 -0.03 0.1172
H 7.0537 -3.7960 -3.7971 0.06 0.06 0.03 0.1046
H 5.5366 -1.7243 -1.8855 0.07 0.04 -0.01 0.1008
H 4.1177 -1.7543 -2.9124 0.03 -0.23 0.02 0.1202
H 6.9858 -1.6147 -3.9847 0.00 0.07 0.06 0.0686
H 5.8390 -0.2760 -3.8921 0.00 -0.12 -0.02 0.0462
H 5.5199 -1.6585 -4.9593 -0.02 0.02 0.07 0.0853
C -7.2711 0.1045 2.4339 -0.03 -0.11 -0.13 -0.0785
C -6.9625 1.5885 2.3287 -0.02 -0.09 0.02 -0.2767
O -6.7991 2.0414 0.9933 0.18 0.12 -0.10 -0.1724
C -7.9147 1.8793 0.1306 -0.05 0.00 0.06 -0.2800
C -9.1596 2.6110 0.6029 -0.03 0.05 0.12 -0.0820
H -6.4814 -0.4841 1.9576 -0.02 0.08 0.08 0.0767
H -7.3500 -0.1946 3.4817 0.03 0.04 -0.06 0.0775
H -8.2109 -0.1527 1.9420 -0.04 0.02 0.09 0.0640
H -6.0188 1.7885 2.8413 0.02 0.09 -0.21 0.1162
H -7.7241 2.1857 2.8410 -0.07 -0.05 0.01 0.1057
H -8.1193 0.8147 -0.0263 -0.08 -0.01 0.04 0.1053
H -7.6163 2.2813 -0.8411 0.18 -0.01 0.15 0.1179
H -9.5082 2.2435 1.5698 -0.04 -0.05 -0.07 0.0645
H -9.9712 2.4824 -0.1166 0.05 0.01 0.02 0.0765
H -8.9556 3.6790 0.7132 0.00 -0.06 -0.05 0.0817
C -2.4334 -5.4793 -3.2153 -0.08 -0.10 -0.18 -0.0743
C -3.2027 -4.2052 -2.9080 0.22 -0.13 -0.09 -0.2910
O -3.6876 -3.5406 -4.0671 -0.02 0.21 -0.05 -0.1627
C -4.5859 -4.2752 -4.8854 -0.02 -0.04 0.05 -0.2812
C -5.8531 -4.7030 -4.1649 -0.03 -0.01 0.13 -0.0823
H -1.5884 -5.2649 -3.8760 -0.05 0.01 0.11 0.0845
H -2.0548 -5.9269 -2.2934 -0.01 0.06 -0.05 0.0781
H -3.0570 -6.2228 -3.7153 0.00 -0.05 0.09 0.0636
H -2.5357 -3.5055 -2.4061 -0.15 0.06 -0.23 0.0892
H -4.0258 -4.4003 -2.2113 -0.05 -0.10 0.00 0.1029
H -4.0748 -5.1368 -5.3282 -0.04 -0.07 0.05 0.1055
H -4.8565 -3.6184 -5.7162 0.16 0.08 0.13 0.1172
H -5.6421 -5.3694 -3.3266 -0.01 -0.06 -0.08 0.0644
H -6.5205 -5.2289 -4.8511 0.04 0.04 0.02 0.0765
H -6.3778 -3.8312 -3.7656 0.02 -0.03 -0.06 0.0807
C 2.4270 -0.4903 8.2998 0.09 -0.08 -0.09 -0.0828
C 1.3943 0.5572 7.9179 0.03 -0.08 -0.02 -0.2810
O 1.4422 0.9299 6.5494 0.05 0.20 -0.04 -0.1619
C 1.2191 -0.1077 5.6057 -0.08 -0.07 0.02 -0.2840
C -0.1386 -0.7747 5.7451 -0.07 0.00 0.11 -0.0809
H 3.4353 -0.1345 8.0683 -0.09 0.01 0.06 0.0806
H 2.3682 -0.7111 9.3683 0.01 0.04 -0.06 0.0762
H 2.2791 -1.4255 7.7574 -0.06 -0.02 0.08 0.0637
H 1.5855 1.4658 8.4932 -0.02 0.06 -0.21 0.1179
H 0.3846 0.2294 8.1862 0.01 -0.09 0.02 0.1054
H 2.0274 -0.8454 5.6575 -0.04 -0.07 0.03 0.1029
H 1.2865 0.3529 4.6165 0.05 0.16 0.17 0.0931
H -0.2590 -1.2597 6.7159 0.04 -0.07 -0.05 0.0653
H -0.2689 -1.5353 4.9722 0.00 0.07 0.00 0.0795
H -0.9382 -0.0360 5.6473 0.06 -0.04 -0.06 0.0605